Formula: C9H15NP
Source: the Open Molecules 2025 dataset
Level of theory: the ωB97M-V functional and the def2-TZVPD basis

```
26
Properties=species:S:1:pos:R:3:forces:R:3:mulliken_charge:R:1
C 1.90577 -2.34014 1.02332 -1.0 -0.1 0.1 -0.59
C 1.06595 -2.30135 -0.12344 0.0 2.6 -0.8 -0.24
C 2.23355 -1.12038 1.52768 1.8 -1.5 2.1 -0.37
C 0.73149 -1.06974 -0.87279 0.0 -3.8 1.8 -0.50
C 1.80508 0.10168 0.97289 -0.7 1.3 -1.6 -0.73
C 0.95246 0.12149 -0.23670 0.0 -0.3 0.3 0.58
C 0.24366 1.35439 -2.23433 0.4 2.0 -2.9 -1.60
C 0.37614 1.33768 -0.74702 -0.3 0.7 0.9 0.38
C -3.05883 0.82263 0.54100 0.6 0.1 -0.5 -0.17
N -2.33562 1.28251 -0.40168 -1.2 1.2 0.0 -0.44
P -2.16284 -0.48984 1.50559 -0.8 -1.9 -2.5 -0.16
H 2.09917 -3.30297 1.54574 0.2 1.0 -0.6 0.39
H 0.64508 -3.22676 -0.43770 -0.2 -0.6 -0.6 0.43
H 3.01911 -0.97585 2.31965 -1.1 -0.6 -0.5 0.36
H 0.06219 -1.20240 -1.73042 0.5 0.3 0.3 0.36
H 2.78776 0.37302 0.59084 0.8 0.6 -0.7 0.44
H 1.05415 0.89196 -2.80910 0.3 0.2 0.4 0.43
H -0.61954 0.96125 -2.76915 -0.6 -0.8 1.1 0.43
H 0.12946 2.39577 -2.66110 0.7 -0.7 0.8 0.36
H 0.82943 2.18884 -0.20209 0.0 0.0 -0.9 0.43
H -4.07089 1.15910 0.86109 0.7 0.0 -0.4 0.39
H 1.66622 0.93500 1.64617 -0.3 0.1 0.4 0.50
H -0.74505 1.41239 -0.45702 1.1 -0.7 0.4 -0.10
H -2.60073 2.15494 -0.91196 -0.7 -1.0 0.5 0.24
H -2.70023 -0.02430 2.58942 -1.0 1.2 3.2 0.06
H -3.31296 -1.43890 1.47116 1.1 0.6 -0.2 0.12
```
Positions in Å, forces in eV/Å.

Values from the calculation:
Largest force on an atom, eV/A: 4.2
HOMO level, eV: -12.5
Net charge: +1
ΔE to the lowest compared entry with this formula, charge and spin, eV: 2.422

***

Formula: C9H15NSi
Source: the Open Molecules 2025 dataset
Level of theory: the ωB97M-V functional and the def2-TZVPD basis

```
26
Properties=species:S:1:pos:R:3:forces:R:3:mulliken_charge:R:1
C 3.62018 -1.31848 0.22646 2.4 -2.2 -1.1 -0.34
C 2.48368 -1.85657 -0.37276 1.3 -0.6 2.1 -0.62
C 3.76902 0.02869 0.42600 1.0 -0.4 0.9 -0.59
C 1.41017 -1.05555 -0.41783 -2.7 1.2 -2.7 -0.22
C 2.65780 0.78423 0.27128 -0.3 4.1 -0.2 0.11
C 1.42531 0.33008 -0.10862 0.1 -1.6 -0.5 0.32
C -3.83286 -1.28633 0.33486 2.9 -0.7 2.4 -1.22
C -3.10194 -0.15936 -0.42420 -1.8 -1.3 -2.2 0.02
C -1.89696 0.31701 0.33469 4.3 -0.3 0.0 -0.98
N -0.14128 2.84146 0.33316 -0.1 0.9 -0.6 -0.53
Si -0.01572 1.38806 -0.57314 -3.2 -2.0 3.7 0.35
H 4.47025 -2.04643 0.22772 -0.4 1.0 0.5 0.28
H 2.44319 -2.93038 -0.55282 0.0 0.4 -0.4 0.36
H 4.66253 0.58747 0.73638 -0.1 -0.9 -0.2 0.34
H 0.63634 -1.40433 -1.13936 -0.3 0.1 1.3 0.24
H 2.86886 1.90548 0.28331 -0.7 -1.3 0.4 0.14
H -4.05634 -0.80022 1.30269 -0.3 -0.9 -0.1 0.28
H -4.68991 -1.67700 -0.10072 -1.8 -0.2 -1.0 0.43
H -3.18292 -2.27874 0.53664 -1.0 2.5 -0.3 0.25
H -2.71887 -0.73230 -1.34436 -0.5 1.4 0.7 0.16
H -4.01713 0.55659 -0.74684 2.7 -1.0 0.6 0.24
H -1.33437 -0.62473 0.75734 -1.0 1.4 -1.0 0.24
H -1.92307 0.94515 1.23692 -0.8 0.1 -0.5 0.44
H -0.17659 3.69595 -0.19738 -0.8 0.1 -0.8 0.24
H 0.62541 3.11304 0.87790 1.4 -0.3 1.7 0.24
H 0.01522 1.67720 -1.90730 -0.2 0.4 -2.7 -0.17
```
Positions in Å, forces in eV/Å.

Values from the calculation:
Largest force on an atom, eV/A: 5.3
HOMO level, eV: -8.4
ΔE to the lowest compared entry with this formula, charge and spin, eV: 3.092

***

Formula: C9H15O2
Source: the Open Molecules 2025 dataset
Level of theory: the ωB97M-V functional and the def2-TZVPD basis

```
26
Properties=species:S:1:pos:R:3:forces:R:3:mulliken_charge:R:1
C -1.87190 2.23997 0.42732 -1.4 -1.3 3.5 -1.16
C -0.92885 1.38325 -0.06220 -0.6 0.6 -0.7 -0.24
C 1.08180 1.05609 2.35653 -0.6 -0.1 1.2 0.86
C -1.46879 -0.75117 1.05066 3.1 -3.9 0.0 -1.39
C 1.49132 0.48391 -1.34183 -3.7 3.4 3.1 -1.96
C 1.35322 -1.54641 -0.02295 1.6 -1.6 2.9 -1.39
C -0.38949 -1.21438 -1.86657 2.7 0.1 1.1 -1.79
C -0.45091 0.05687 0.28283 -0.7 3.5 0.4 0.31
C 0.49242 -0.49452 -0.74552 -0.5 -2.3 1.0 2.24
O 0.42047 0.54506 3.22387 1.4 1.0 -1.9 -0.52
O 1.94097 1.74423 1.89611 -1.3 -1.2 0.3 -0.51
H -2.18007 3.16707 0.01524 0.3 0.7 -0.8 0.30
H -2.39860 2.08859 1.45886 0.9 -0.1 -1.8 0.15
H -0.61155 1.92086 -0.97570 0.8 -0.9 0.0 -0.07
H -0.87848 -1.63061 1.70202 -1.3 1.8 -1.6 0.15
H -2.16884 -1.35738 0.39395 0.2 0.9 0.8 0.22
H -1.89048 -0.20715 1.84583 -1.1 0.9 0.5 0.51
H 2.33458 -0.00413 -1.52027 3.7 -1.9 -1.4 0.59
H 1.02542 0.94548 -2.18487 0.2 0.6 -0.8 0.42
H 1.70737 1.29673 -0.52557 -0.3 -1.4 -1.6 0.27
H 2.45630 -1.73673 -0.37131 -2.0 0.4 0.1 0.25
H 0.86370 -2.55683 0.06843 0.4 0.8 -0.4 0.35
H 1.48755 -1.28803 1.14851 -0.3 -0.2 -2.6 0.17
H -0.92831 -2.07315 -1.44993 -0.6 0.7 0.0 0.40
H -0.88561 -0.38211 -2.35112 -0.6 -0.5 -0.4 0.40
H 0.39675 -1.68551 -2.45231 -0.2 0.0 -1.1 0.43
```
Positions in Å, forces in eV/Å.

Values from the calculation:
Largest force on an atom, eV/A: 5.9
HOMO level, eV: -1.6
Net charge: -1
ΔE to the lowest compared entry with this formula, charge and spin, eV: 1.750

***

Formula: C9H16
Source: the Open Molecules 2025 dataset
Level of theory: the ωB97M-V functional and the def2-TZVPD basis

```
25
Properties=species:S:1:pos:R:3:forces:R:3:mulliken_charge:R:1
C -0.45833 -1.25048 2.17159 0.2 0.8 -0.5 0.12
C -0.22100 -0.68540 1.13062 -0.3 -1.1 0.6 -1.63
C -0.17094 -0.08895 -0.21086 1.5 -0.4 0.3 2.16
C -0.02640 1.42022 0.06123 -0.5 0.2 -1.4 -0.79
C 1.28000 1.80363 0.72559 0.7 -1.1 -0.4 -1.25
C 1.09248 -0.60602 -1.05008 -1.4 0.4 1.1 -1.12
C 2.24794 -1.25573 -0.28823 -0.8 -0.4 -0.7 -1.33
C -1.48160 -0.50754 -0.88325 -0.3 0.3 -1.6 -1.00
C -2.72787 0.03003 -0.18165 -0.6 -0.4 -1.2 -1.23
H -0.72520 -1.59326 3.13930 0.1 -0.2 0.1 0.52
H -0.16542 1.98107 -0.92477 0.3 -0.6 1.1 0.31
H -0.85610 1.68961 0.68705 -0.3 0.4 0.3 0.35
H 1.43691 1.40208 1.76678 -0.3 0.4 -1.1 0.24
H 1.34850 2.85756 0.67715 0.1 1.3 0.6 0.49
H 2.09639 1.47618 0.05204 -0.1 0.0 0.6 0.28
H 0.68519 -1.36034 -1.68831 -0.2 -0.4 -0.8 0.53
H 1.36641 0.25024 -1.66008 0.4 0.0 -0.2 0.42
H 3.04234 -1.39230 -1.03071 0.2 0.0 0.5 0.40
H 2.53001 -0.69366 0.58478 0.5 0.2 0.2 0.34
H 1.91847 -2.24741 0.05795 0.2 0.3 -0.1 0.36
H -1.52996 -0.13613 -1.96137 0.4 -0.2 1.2 0.39
H -1.49290 -1.60947 -1.00232 0.0 0.5 0.3 0.42
H -2.54968 1.04122 0.15806 -0.2 0.1 0.2 0.32
H -3.52672 0.07117 -0.94340 0.1 0.1 0.4 0.39
H -3.11249 -0.59634 0.61290 0.3 0.0 0.3 0.28
```
Positions in Å, forces in eV/Å.

Values from the calculation:
Largest force on an atom, eV/A: 1.8
HOMO level, eV: -9.7
ΔE to the lowest compared entry with this formula, charge and spin, eV: 0.844

***

Formula: C9H16
Source: the Open Molecules 2025 dataset
Level of theory: the ωB97M-V functional and the def2-TZVPD basis

```
25
Properties=species:S:1:pos:R:3:forces:R:3:mulliken_charge:R:1
C -3.09170 0.94362 -0.00553 -4.6 -1.4 0.6 -1.25
C -1.81570 1.81093 0.20848 -2.5 -3.1 2.3 -0.49
C -0.57169 0.99656 0.16371 3.0 -0.1 2.7 -0.49
C -0.30546 -0.28883 -0.55520 0.3 -1.6 -5.9 0.34
C 1.09167 -0.29628 -1.46910 -2.6 1.9 -2.3 -0.98
C 2.36823 -0.98283 -0.93962 -0.2 -2.7 0.9 -0.63
C 2.42697 -0.85223 0.56447 0.2 2.7 2.7 -0.67
C 1.03477 -0.95232 1.36468 2.2 1.1 1.8 -0.91
C -0.25758 -0.37352 0.83965 -1.7 -2.0 3.7 0.16
H -4.10859 1.53523 -0.14158 2.3 -0.2 0.1 0.34
H -3.58628 0.21115 0.77499 2.0 1.2 -0.7 0.26
H -3.14944 0.29126 -0.92055 0.8 0.8 0.6 0.31
H -2.01244 2.49966 1.06144 0.7 -0.4 -0.7 0.33
H -1.84231 2.20982 -0.71323 0.3 2.9 -2.9 0.25
H 0.35238 1.62566 0.40800 -1.1 -0.7 -1.2 0.39
H -1.06259 -0.95536 -1.16240 1.0 2.0 1.3 0.26
H 0.76202 -0.77223 -2.46768 0.7 0.3 1.6 0.34
H 1.00912 0.85252 -1.84176 1.5 -2.4 1.2 0.27
H 3.40698 -0.84551 -1.25368 -0.5 1.2 -0.8 0.40
H 2.33228 -2.05510 -1.10805 -0.8 -0.5 -0.7 0.35
H 3.26996 -1.29869 1.30136 -1.8 0.3 -2.4 0.28
H 2.76059 0.20152 0.45994 -0.3 0.2 1.6 0.25
H 1.16907 -0.57136 2.43506 0.3 -0.4 -1.3 0.32
H 0.92112 -2.01740 1.50998 -0.5 -0.4 -0.1 0.40
H -1.10138 -0.91629 1.48663 1.3 1.3 -1.9 0.18
```
Positions in Å, forces in eV/Å.

Values from the calculation:
Largest force on an atom, eV/A: 6.1
HOMO level, eV: -9.0
ΔE to the lowest compared entry with this formula, charge and spin, eV: 3.394

***

Formula: C9H16Cl12FNO4
Source: the Open Molecules 2025 dataset
Level of theory: the ωB97M-V functional and the def2-TZVPD basis

```
43
Properties=species:S:1:pos:R:3:forces:R:3:mulliken_charge:R:1
O 2.18570 -0.71550 1.01676 0.2 0.0 0.1 -0.50
C 1.97154 -0.23537 -0.04690 -0.1 -0.1 -0.2 0.14
O 1.57944 1.07023 -0.19078 0.0 0.1 0.1 -0.31
C 0.32343 1.33078 -0.74824 0.1 0.0 0.0 0.31
F 0.18406 0.62196 -1.92890 0.0 -0.2 0.0 -0.31
C -0.79793 0.94874 0.22129 -0.1 0.4 0.0 -0.53
O -1.98259 0.68891 -0.50926 0.1 -0.3 -0.1 0.00
N -2.11235 -0.73102 -0.67949 0.4 0.2 -0.2 0.08
O -2.61053 -0.98150 -1.69498 -0.4 0.0 0.2 -0.23
H 2.12776 -0.75714 -1.00079 -0.1 0.0 0.0 0.39
H 0.31637 2.38763 -1.00824 0.0 0.0 0.0 0.29
H -0.51212 0.10904 0.86048 -0.1 -0.1 -0.2 0.38
H -0.98025 1.80814 0.86649 0.0 -0.1 0.0 0.27
Cl -1.43406 0.28922 3.59991 0.0 0.0 0.0 -0.14
C -3.14007 0.73445 3.43752 -0.1 0.0 0.0 -0.24
Cl -3.42506 1.88242 2.12553 0.0 0.1 0.2 -0.13
H -3.70525 -0.16643 3.22879 0.0 0.0 0.0 0.21
H -3.46063 1.19034 4.36611 0.0 0.0 0.0 0.33
Cl 3.77323 2.05271 -4.16553 0.0 0.0 0.0 -0.16
C 2.27547 1.12939 -4.33167 0.1 -0.1 0.0 0.48
Cl 1.11207 1.92703 -5.39915 0.0 0.0 0.0 -0.16
H 2.51489 0.16065 -4.75404 0.0 0.0 0.0 0.29
H 1.82363 1.02802 -3.35517 0.0 0.0 0.0 -0.46
Cl 5.39827 2.00800 2.60727 0.0 0.0 0.0 -0.17
C 4.97930 0.29131 2.57830 0.0 0.0 -0.1 0.46
Cl 4.66172 -0.34633 4.19826 0.0 0.0 0.0 -0.18
H 4.08304 0.16275 1.98579 0.0 0.0 0.1 -0.38
H 5.81156 -0.25792 2.15491 0.0 0.0 0.0 0.27
Cl -7.37003 0.76679 -1.80397 0.0 0.0 0.0 -0.17
C -5.93624 -0.17894 -1.39297 0.0 0.0 -0.1 0.28
Cl -5.60492 -0.17177 0.34711 0.0 -0.1 0.0 -0.14
H -6.09940 -1.20307 -1.70580 0.0 0.0 0.0 0.31
H -5.08505 0.25580 -1.90341 0.0 0.0 0.1 -0.30
Cl -3.15392 0.88406 -6.88044 0.0 0.0 0.0 -0.17
C -2.72024 0.53845 -5.20309 0.0 -0.1 0.0 0.13
Cl -3.87696 1.25081 -4.06803 0.0 0.1 0.0 -0.16
H -2.72504 -0.53563 -5.06072 0.0 0.0 0.0 0.24
H -1.73695 0.94944 -5.00724 0.0 0.1 0.0 -0.04
Cl 3.30722 -4.55017 6.70749 0.0 0.0 0.0 -0.16
C 4.73877 -3.91225 5.88949 0.0 0.1 0.0 0.16
Cl 5.24936 -4.92934 4.53669 0.0 0.0 0.0 -0.15
H 4.50323 -2.92805 5.50433 0.0 0.0 0.0 -0.10
H 5.54954 -3.86664 6.60629 0.0 0.0 0.0 0.27
```
Positions in Å, forces in eV/Å.

Values from the calculation:
Largest force on an atom, eV/A: 0.5
HOMO level, eV: -10.9